The following is a quantum chemistry calculation of 2 unconnected molecules or ions with the total composition C4H5O3P, from OMol25.

Atoms and positions in Å:
C -0.84175 -0.01459 -0.51545
C 0.45921 1.75301 -0.69010
C -2.07578 -0.54767 -0.48608
C 0.51275 -0.44467 -0.68396
O 0.73734 2.89527 -0.74380
O -0.76943 1.33626 -0.41464
O 1.25933 0.63342 -0.92655
P 1.05368 -0.57172 2.24841
H -2.90580 0.14729 -0.17712
H -2.34314 -1.57585 -0.86362
H 0.94318 -1.34521 -0.96099
H 2.59635 -0.41980 2.20435
H 1.37407 -1.84572 2.00956

The LUMO energy (spin up / spin down) is -1.27 / -0.98 eV. Its spin multiplicity is 1. For the energy relative to the best compared isomer or geometry (same formula, charge and spin), the calculation gives 52.23 kcal per mole. For the gap between HOMO and LUMO (spin up / spin down), the calculation gives 0.2589 / 0.2863 Eh. The maximum force is 0.0511 Eh/bohr. As for the highest occupied orbital energy (spin up / spin down): -8.320 / -8.767 eV. As for the total energy: -722.357517 Eh.